Here is a cluster of 2 separate species, C21H48B2IN2O6 in total at a distorted geometry from the OMol25 dataset. Energies are from ωB97M-V/def2-TZVPD.

HOMO energy ... -4.576 eV
HOMO-LUMO gap ... 6.78 eV
Charge ... -1

Positions of all 80 atoms, in Å:
C: -0.17509 3.04536 -0.01152
C: -1.42147 2.54363 -0.75256
C: -1.74973 1.09513 -0.33536
C: -1.56559 0.06862 -1.45702
C: -2.61393 -1.06547 -1.47017
C: -3.36603 -0.96796 -2.82237
O: -4.07474 0.25436 -2.86736
C: -5.45404 0.17738 -2.57481
C: -5.84885 1.27492 -1.58843
C: -6.76777 0.79586 -0.45978
O: -3.60642 -0.93002 -0.48736
B: -4.17569 -2.24325 -0.24361
I: -4.36752 -2.65480 2.03223
O: -3.25962 -3.19638 -0.83968
C: -2.10698 -2.52734 -1.33847
C: -0.96147 -2.81240 -0.29787
C: -0.83169 -1.85317 0.87430
C: -0.09828 -2.38848 2.12134
C: -0.38386 -3.84907 2.43662
C: -0.51838 -1.52860 3.32951
B: -1.53757 -3.23241 -2.62673
N: -0.68640 -2.49864 -3.58125
O: -1.77267 -4.57338 -2.84408
H: 0.14782 4.01609 -0.38766
H: 0.61976 2.31364 -0.13797
H: -0.42202 3.15984 1.04280
H: -1.22851 2.59296 -1.82334
H: -2.25198 3.21071 -0.52696
H: -2.76020 1.03891 0.05570
H: -1.08348 0.85025 0.49093
H: -0.58571 -0.39811 -1.34140
H: -1.55511 0.56399 -2.42270
H: -4.03090 -1.82925 -2.93152
H: -2.67796 -0.97248 -3.66389
H: -5.69777 -0.78603 -2.13110
H: -6.01655 0.28282 -3.50908
H: -6.32028 2.10833 -2.11053
H: -4.92795 1.64962 -1.14773
H: -6.58377 -0.24750 -0.21527
H: -7.82141 0.94403 -0.69372
H: -6.57260 1.37160 0.44411
H: -5.31692 -2.37098 -0.64120
H: -1.16257 -3.83281 0.01208
H: 0.00244 -2.83314 -0.83069
H: -1.80280 -1.46319 1.17146
H: -0.24939 -0.99818 0.53177
H: 0.97805 -2.22480 2.01165
H: -0.05230 -4.49226 1.62165
H: -1.45058 -4.01553 2.57500
H: 0.18857 -4.15079 3.31277
H: -0.28737 -2.05626 4.25503
H: -0.03476 -0.55311 3.32646
H: -1.59911 -1.38842 3.32043
H: 0.20531 -2.24258 -3.17136
H: -0.48993 -3.08592 -4.38549
H: -0.96655 -5.00673 -3.11831
C: 3.11263 0.25737 1.54926
O: 3.23857 1.59656 1.10869
C: 3.51592 2.53233 2.13907
C: 4.89400 3.12839 1.96148
N: 5.93187 2.13685 2.21055
C: 7.27792 2.56800 1.85562
C: 7.57340 2.84160 0.38555
O: 7.52443 1.69162 -0.43510
C: 6.24871 1.36611 -0.95882
H: 2.77512 -0.33180 0.69826
H: 4.06631 -0.15103 1.90421
H: 2.36992 0.16967 2.34770
H: 3.41557 2.06836 3.12443
H: 2.77400 3.33322 2.06592
H: 5.02002 3.95681 2.66536
H: 4.94116 3.54128 0.94380
H: 5.71056 1.29779 1.68974
H: 7.96971 1.79081 2.19045
H: 7.51378 3.47092 2.42887
H: 8.60086 3.21125 0.32198
H: 6.92906 3.62812 -0.02598
H: 5.64328 2.25994 -1.12946
H: 5.69789 0.68367 -0.30607
H: 6.40556 0.86358 -1.91300